Molecular formula: C21H53GeN3O10P2SSbSi3V
Method: DFT, ωB97M-V with the def2-TZVPD basis set

Values from the calculation:
calculated total energy	-6959.762862	hartree
charge	-2
E_HOMO (alpha / beta)	-0.0978 / -0.0987	hartree
HOMO-LUMO gap (alpha / beta)	6.37 / 6.40	eV
2S+1	3

Each line ends with the Löwdin charge.
CARTESIAN COORDINATES (ANGSTROEM)
1 V 0.1853 1.3261 0.2587  0.386
2 O 2.6246 1.3407 3.6691  -0.142
3 P 1.2629 1.7189 2.9581  0.212
4 O 0.3511 2.4701 3.8439  -0.285
5 O 0.7065 0.5496 2.1628  -0.396
6 O 1.7439 2.7343 1.7264  -0.331
7 P 3.2261 2.9157 1.0551  0.183
8 O 3.7637 4.2586 1.7788  -0.132
9 O 3.0235 3.2383 -0.3798  -0.323
10 O 4.0485 1.7478 1.5132  -0.321
11 H 3.3287 1.2803 2.9672  0.018
12 H 4.0599 4.0427 2.6706  0.068
13 N -1.0493 2.8877 1.1854  -0.022
14 C -0.8640 4.1398 0.4488  -0.220
15 C -0.7847 3.8530 -1.0436  -0.225
16 N 0.2689 2.8603 -1.2959  -0.033
17 H -1.9981 2.5286 1.1349  0.042
18 H -0.8348 2.9985 2.1775  0.059
19 H 0.0788 4.5801 0.7806  0.116
20 H -1.6602 4.8668 0.6422  0.114
21 H -0.6226 4.7870 -1.5925  0.112
22 H -1.7312 3.4243 -1.3813  0.089
23 H 1.2145 3.2421 -1.1758  0.056
24 H 0.1866 2.4569 -2.2208  0.072
25 C -4.1631 -1.1746 -0.8960  -0.215
26 Ge -3.0743 0.4604 -0.8782  0.693
27 C -3.1883 1.1406 -2.7475  -0.241
28 C -4.1043 1.7874 0.1677  -0.223
29 C -1.2632 0.1940 -0.2844  -0.415
30 H -5.1523 -0.9730 -1.3133  0.014
31 H -4.2926 -1.5604 0.1155  -0.002
32 H -3.6848 -1.9471 -1.5023  0.004
33 H -4.2186 1.4237 -2.9786  0.008
34 H -2.8809 0.3653 -3.4526  -0.002
35 H -2.5512 2.0144 -2.9087  -0.011
36 H -5.1520 1.7376 -0.1359  0.016
37 H -3.7617 2.8132 0.0020  -0.001
38 H -4.0399 1.5596 1.2341  0.002
39 H -1.1163 -0.8737 -0.0516  -0.071
40 N -2.2519 0.7892 3.1168  0.104
41 C -3.2539 -0.1495 3.3998  -0.329
42 C -4.2517 0.1331 4.3378  -0.048
43 C -5.2635 -0.7771 4.5905  -0.074
44 C -5.3183 -1.9877 3.9088  -0.282
45 C -4.3381 -2.2684 2.9716  -0.071
46 C -3.3143 -1.3623 2.7171  -0.049
47 S -6.6467 -3.1434 4.2524  0.391
48 O -6.3102 -4.3377 3.4851  -0.392
49 O -7.8545 -2.4634 3.7940  -0.388
50 O -6.6042 -3.3331 5.6992  -0.390
51 H -1.4303 0.3981 2.6627  0.046
52 H -1.9518 1.3321 3.9154  0.077
53 H -4.2209 1.0782 4.8712  0.099
54 H -6.0259 -0.5596 5.3286  0.109
55 H -4.3843 -3.2156 2.4494  0.103
56 H -2.5436 -1.5902 1.9872  0.096
57 C 5.5540 1.1222 -1.1564  -0.228
58 Si 4.3596 0.0900 -2.1464  0.311
59 C 5.2285 -1.5407 -2.5296  -0.231
60 C 4.0084 1.0123 -3.7511  -0.231
61 Sb 2.0825 -0.3319 -1.0491  0.992
62 Si 2.5188 -2.3668 0.4274  0.318
63 C 0.9284 -2.6967 1.3414  -0.216
64 C 3.9018 -1.8554 1.5819  -0.212
65 C 3.0292 -3.8846 -0.5624  -0.222
66 Si 0.9021 -1.3742 -3.0468  0.301
67 C 0.1436 0.0455 -4.0097  -0.227
68 C -0.4436 -2.5517 -2.4941  -0.213
69 C 2.0473 -2.3459 -4.1884  -0.231
70 H 6.5257 1.1144 -1.6619  0.028
71 H 5.6690 0.7614 -0.1352  0.015
72 H 5.1820 2.1440 -1.0920  0.011
73 H 6.1313 -1.3506 -3.1188  0.026
74 H 4.5992 -2.2403 -3.0774  -0.003
75 H 5.5359 -2.0190 -1.5962  0.015
76 H 4.9462 1.2459 -4.2646  0.026
77 H 3.5089 1.9561 -3.5185  0.029
78 H 3.3739 0.4469 -4.4360  -0.003
79 H 0.6276 -1.7945 1.8783  0.011
80 H 1.0471 -3.5140 2.0584  0.035
81 H 0.1233 -2.9629 0.6522  0.021
82 H 3.6888 -0.8679 1.9959  0.009
83 H 4.8533 -1.7886 1.0481  0.021
84 H 4.0169 -2.5618 2.4084  0.030
85 H 2.2339 -4.1820 -1.2493  0.010
86 H 3.2275 -4.7277 0.1058  0.027
87 H 3.9297 -3.6902 -1.1476  0.002
88 H -0.5682 0.5577 -3.3593  -0.013
89 H -0.4024 -0.3132 -4.8870  0.033
90 H 0.9034 0.7567 -4.3420  0.015
91 H -1.1512 -2.0347 -1.8454  -0.006
92 H -0.0281 -3.3988 -1.9432  0.017
93 H -0.9849 -2.9430 -3.3610  0.034
94 H 2.8413 -1.7304 -4.6134  0.005
95 H 1.4746 -2.7760 -5.0159  0.027
96 H 2.5133 -3.1683 -3.6405  0.012

Force components x, y, z for each atom (eV/Å):
V -0.320 -0.054 0.299
O -0.015 -0.002 0.064
P 0.058 0.045 -0.108
O 0.008 -0.001 0.020
O 0.040 0.003 0.014
O -0.046 -0.031 -0.136
P -0.023 -0.041 0.019
O 0.011 0.009 0.030
O -0.034 -0.001 0.009
O 0.035 0.022 -0.013
H 0.043 0.001 -0.037
H -0.002 0.004 0.001
N -0.023 -0.025 -0.044
C 0.014 0.013 -0.019
C -0.025 -0.002 0.021
N 0.028 0.015 0.057
H -0.002 0.037 0.023
H 0.009 0.008 -0.004
H 0.000 -0.001 0.012
H -0.005 -0.002 -0.008
H 0.002 0.004 -0.003
H 0.004 0.009 0.013
H -0.010 0.013 -0.024
H 0.030 0.026 -0.028
C 0.006 -0.036 0.007
Ge -0.006 0.073 -0.042
C 0.000 -0.008 0.027
C 0.014 -0.024 0.019
C 0.142 0.023 -0.033
H 0.004 -0.002 -0.002
H -0.013 0.007 -0.023
H 0.000 -0.008 -0.004
H 0.001 -0.002 0.003
H -0.011 0.012 -0.007
H -0.005 -0.017 -0.015
H -0.010 0.008 0.014
H -0.012 0.012 -0.023
H -0.021 0.016 -0.027
H 0.010 -0.004 -0.018
N 0.090 -0.033 0.033
C -0.004 0.003 0.007
C 0.002 0.003 0.007
C 0.004 -0.019 -0.009
C -0.005 -0.005 0.002
C -0.005 0.000 -0.002
C 0.017 0.012 0.008
S -0.006 -0.002 -0.016
O -0.004 0.008 0.001
O -0.002 -0.001 0.008
O -0.001 0.010 0.007
H -0.131 0.037 0.003
H 0.010 -0.004 0.003
H -0.001 -0.003 0.002
H 0.002 0.010 -0.001
H 0.004 -0.003 -0.004
H -0.008 -0.004 0.004
C -0.044 -0.017 0.010
Si -0.018 -0.057 -0.031
C 0.001 0.032 0.014
C 0.001 -0.004 -0.002
Sb 0.209 -0.028 -0.016
Si -0.015 0.086 -0.012
C 0.003 -0.006 0.002
C -0.008 0.002 0.003
C 0.007 0.022 -0.023
Si -0.004 -0.049 -0.067
C -0.025 -0.019 -0.003
C 0.011 0.001 0.015
C 0.019 -0.027 0.008
H 0.001 0.008 -0.002
H 0.013 -0.004 0.008
H 0.018 0.045 0.021
H 0.000 0.007 -0.002
H -0.002 -0.019 -0.019
H 0.010 -0.002 -0.008
H -0.003 -0.005 -0.006
H 0.001 -0.001 0.002
H 0.010 0.020 0.007
H -0.011 -0.012 0.021
H 0.003 0.004 0.003
H 0.005 -0.002 0.003
H 0.002 -0.026 0.007
H 0.002 0.002 0.003
H -0.003 -0.018 -0.009
H -0.001 -0.014 -0.009
H -0.003 0.003 0.014
H -0.014 -0.034 0.005
H 0.014 0.024 0.013
H 0.011 0.003 -0.013
H 0.003 0.014 -0.005
H -0.010 -0.013 -0.003
H -0.018 -0.010 0.002
H 0.010 0.003 -0.006
H 0.005 -0.009 0.003
H -0.027 0.011 0.011
H 0.009 -0.017 -0.028